w.
The following is a DFT calculation (ωB97M-V/def2-TZVPD) of a 2-piece molecular cluster, C3H8OS2 overall.

Output
E_HOMO = -0.3029 Ha
gap between HOMO and LUMO = 8.7 eV

The geometry in XYZ format:
```
14
C3H8OS2 (ωB97M-V/def2-TZVPD)
C 1.46 0.27 0.25
C -1.21 -1.57 0.58
C 0.18 -0.08 -0.48
O -0.82 -1.52 1.87
S 0.18 2.80 -1.52
S -0.92 1.30 -0.60
H 1.96 -0.71 0.45
H 2.01 0.94 -0.26
H 1.08 0.83 1.05
H -0.96 -2.47 0.00
H -2.02 -1.01 0.43
H 0.37 -0.63 -1.33
H -1.04 -0.67 2.37
H -0.28 2.51 -2.81
```

---

x.
The following is a DFT calculation (ωB97M-V/def2-TZVPD) of a 2-piece molecular cluster, C3H8OS2 overall.

Output
E_HOMO (spin up / spin down) = -0.3025 / -0.2802 Ha
gap between HOMO and LUMO (spin up / spin down) = 8.2 / 7.9 eV

The geometry in XYZ format:
```
14
C3H8OS2 (ωB97M-V/def2-TZVPD)
C -1.93 1.14 0.38
C 0.33 -1.33 -0.46
C 0.35 0.14 -0.18
O 1.59 -1.96 -0.25
S 1.14 0.54 1.36
S 0.76 1.18 -1.58
H -2.50 0.47 -0.20
H -1.90 1.13 1.43
H -1.79 2.11 0.06
H -0.44 -1.72 0.28
H 0.14 -1.46 -1.50
H 2.46 -1.71 -0.64
H 1.32 -0.61 2.00
H 0.47 2.09 -0.72
```

---

Which structure wins on stability? w wins.

---

w.
The following is a DFT calculation (ωB97M-V/def2-TZVPD) of C3H8OS2 as an isolated structure.

Output
E_HOMO = -0.3235 Ha
gap between HOMO and LUMO = 9.3 eV

The geometry in XYZ format:
```
14
C3H8OS2 (ωB97M-V/def2-TZVPD)
C 1.11 -0.03 1.63
C 0.73 -0.22 0.09
C -1.90 -0.25 0.15
O -0.29 0.65 -0.30
S -2.47 -0.96 -1.33
S -2.60 1.10 1.08
H 0.12 0.38 2.03
H 1.53 -0.89 2.00
H 1.74 0.82 1.69
H 0.49 -1.25 -0.18
H 1.62 0.20 -0.61
H -1.48 -1.06 0.77
H -1.94 -2.16 -1.28
H -3.22 1.71 0.15
```

---

x.
The following is a DFT calculation (ωB97M-V/def2-TZVPD) of a 2-piece molecular cluster, C3H8OS2 overall.

Output
E_HOMO = -0.3174 Ha
SMILES string = S=CS.CCO
gap between HOMO and LUMO = 8.5 eV

The geometry in XYZ format:
```
14
C3H8OS2 (ωB97M-V/def2-TZVPD)
C -2.07 0.19 0.68
C -1.22 -0.91 0.45
C 2.33 0.14 -0.55
O 0.19 -0.75 0.40
S 3.09 -1.06 0.10
S 2.75 1.87 -0.13
H -3.02 0.04 -0.02
H -2.29 0.11 1.75
H -1.63 1.11 0.28
H -1.45 -1.13 -0.57
H -1.41 -1.68 1.19
H 1.69 0.14 -1.44
H 0.67 -1.05 0.98
H 3.35 1.65 1.07
```

---

Which structure wins on stability? w wins.

---

w.
The following is a DFT calculation (ωB97M-V/def2-TZVPD) of C22H23Cl2N6O5PSY as an isolated structure.

Output
E_HOMO = -0.3691 Ha
gap between HOMO and LUMO = 7.6 eV
total charge = +1

The geometry in XYZ format:
```
61
C22H23Cl2N6O5PSY (ωB97M-V/def2-TZVPD)
Y -0.70 0.35 0.45
O -4.86 2.28 1.03
C -3.62 1.88 1.15
O -3.24 0.75 0.89
C -2.69 2.97 1.62
O -1.42 2.47 1.99
C -1.36 2.00 3.35
C -1.39 0.46 3.48
O -1.64 -0.02 4.56
O -1.10 -0.17 2.39
H -5.43 1.58 0.68
H -2.54 3.65 0.78
H -3.15 3.53 2.44
H -0.41 2.33 3.77
H -2.16 2.43 3.95
C 2.98 -4.28 1.04
N 1.74 -3.52 1.02
C 0.50 -4.02 1.33
C -0.38 -2.99 1.19
N 0.29 -1.87 0.78
C 1.57 -2.21 0.69
P 2.90 -1.11 0.13
C 2.54 0.39 1.11
N 1.45 1.16 1.05
C 1.71 2.26 1.82
C 2.96 2.16 2.34
N 3.48 0.98 1.90
C 4.82 0.50 2.20
C 2.08 -0.58 -1.40
N 0.83 -0.14 -1.51
C 0.62 0.08 -2.84
C 1.74 -0.24 -3.54
N 2.67 -0.65 -2.63
C 4.03 -1.05 -2.92
H 2.85 -5.21 0.50
H 3.27 -4.50 2.07
H 3.76 -3.70 0.57
H 0.35 -5.04 1.63
H -1.44 -2.98 1.39
H 0.98 3.05 1.92
H 3.52 2.82 2.99
H 5.06 0.74 3.23
H 5.55 0.97 1.54
H 4.86 -0.58 2.07
H -0.32 0.46 -3.21
H 1.95 -0.20 -4.60
H 4.07 -1.48 -3.92
H 4.36 -1.80 -2.21
H 4.71 -0.20 -2.88
Cl -2.15 -1.28 -1.15
C -3.13 -0.25 -2.18
C -4.09 -0.90 -2.93
C -4.92 -0.17 -3.76
C -4.77 1.21 -3.83
C -3.79 1.84 -3.08
Cl -3.66 3.55 -3.20
C -2.91 1.13 -2.23
S -1.66 2.00 -1.36
H -4.19 -1.98 -2.85
H -5.68 -0.66 -4.35
H -5.41 1.80 -4.47
```

---

x.
The following is a DFT calculation (ωB97M-V/def2-TZVPD) of C22H23Cl2N6O5PSY as an isolated structure.

Output
E_HOMO = -0.3551 Ha
gap between HOMO and LUMO = 7.3 eV
total charge = +1

The geometry in XYZ format:
```
61
C22H23Cl2N6O5PSY (ωB97M-V/def2-TZVPD)
Y -0.46 0.01 -0.17
O -0.43 3.57 2.24
C 0.10 2.46 1.79
O -0.48 1.38 1.82
C 1.51 2.64 1.29
O 1.90 1.57 0.46
C 2.21 1.93 -0.89
C 0.95 2.02 -1.78
O 1.07 2.28 -2.95
O -0.14 1.75 -1.14
H -1.33 3.42 2.57
H 2.15 2.64 2.18
H 1.60 3.61 0.81
H 2.85 1.14 -1.28
H 2.76 2.87 -0.94
C 2.78 -4.70 0.52
N 2.42 -3.31 0.77
C 3.22 -2.37 1.34
C 2.50 -1.21 1.34
N 1.27 -1.43 0.80
C 1.24 -2.72 0.47
P -0.09 -3.61 -0.40
C 0.03 -2.57 -1.90
N 0.54 -1.34 -1.94
C 0.58 -0.98 -3.26
C 0.10 -2.00 -4.02
N -0.25 -3.00 -3.16
C -0.92 -4.23 -3.53
C -1.48 -2.88 0.53
N -1.52 -1.66 1.08
C -2.69 -1.59 1.78
C -3.37 -2.77 1.65
N -2.59 -3.58 0.87
C -2.97 -4.90 0.42
H 3.78 -4.88 0.89
H 2.75 -4.92 -0.54
H 2.09 -5.37 1.04
H 4.22 -2.58 1.67
H 2.79 -0.24 1.70
H 0.93 -0.01 -3.57
H -0.04 -2.09 -5.08
H -0.42 -4.68 -4.39
H -1.96 -4.02 -3.78
H -0.89 -4.93 -2.69
H -2.97 -0.71 2.32
H -4.32 -3.08 2.04
H -3.35 -5.49 1.26
H -2.10 -5.41 0.01
H -3.74 -4.83 -0.35
Cl -2.86 1.54 0.22
C -4.07 1.14 -0.97
C -5.22 1.91 -1.01
C -6.21 1.60 -1.92
C -6.05 0.51 -2.77
C -4.89 -0.24 -2.72
Cl -4.73 -1.58 -3.80
C -3.85 0.05 -1.81
S -2.40 -0.91 -1.78
H -5.33 2.75 -0.34
H -7.11 2.19 -1.97
H -6.82 0.25 -3.48
```

---

Which structure wins on stability? w wins.